# 1
# H6N2Si

The molecule H6N2Si at a distorted geometry (wB97M-V/def2-TZVPD, OMol25).

```
! RIJCOSX wB97M-V def2-TZVPD def2/J DEFGRID3
* xyz 0 1
N 1.37 -0.37 0.10
N 0.37 0.64 0.20
Si -1.20 -0.11 0.12
H 2.19 -0.03 0.64
H 1.67 -0.43 -0.94
H 0.70 1.45 -0.16
H -1.50 -0.93 1.22
H -1.41 -1.12 -1.18
H -2.21 0.90 0.00
*
```

Results
Energy relative to the best compared isomer or geometry (same formula, charge and spin) (eV): 0.173
DFT total energy (eV): -10953.570
HOMO energy (eV): -9.4
SMILES: NN[SiH3]

Atomic partial charges in e from the Löwdin method, atoms 1 to 8: number 1, N, carries -0.11; number 2, N, carries -0.32; number 3, Si, carries 0.54; number 4, H, carries 0.08; number 5, H, carries 0.10; number 6, H, carries 0.01; number 7, H, carries -0.12; number 8, H, carries -0.06



# 2
# H6N4O

The molecule H6N4O at a distorted geometry (wB97M-V/def2-TZVPD, OMol25).

```
! RIJCOSX wB97M-V def2-TZVPD def2/J DEFGRID3
* xyz 0 1
N -1.64 0.94 -0.46
N -0.25 1.11 -0.34
N 0.74 0.02 -0.52
N 0.45 -0.57 0.72
O 1.80 -1.43 0.82
H -1.87 0.59 -1.38
H -2.02 0.33 0.25
H 0.02 1.81 0.34
H 0.49 -0.57 -1.31
H -0.16 -1.38 0.62
H 2.44 -0.85 1.26
*
```

Results
Energy relative to the best compared isomer or geometry (same formula, charge and spin) (eV): 2.126
DFT total energy (eV): -8099.808
HOMO energy (eV): -8.6
SMILES: NNNNO

Atomic partial charges in e from the Löwdin method, atoms 1 to 8: number 1, N, carries -0.02; number 2, N, carries -0.21; number 3, N, carries -0.07; number 4, N, carries -0.06; number 5, O, carries -0.14; number 6, H, carries 0.07; number 7, H, carries 0.06; number 8, H, carries 0.11



# 3
# H6NP3

The molecule H6NP3 at a distorted geometry (wB97M-V/def2-TZVPD, OMol25).

```
! RIJCOSX wB97M-V def2-TZVPD def2/J DEFGRID3
* xyz 0 1
N -1.22 0.13 -1.56
P -0.40 0.48 -0.25
P 1.72 1.14 -0.66
P -0.41 -1.29 1.12
H -1.48 0.82 -2.28
H -1.17 1.34 0.66
H 2.08 2.30 0.06
H 2.47 0.26 0.10
H -0.15 -2.06 0.01
H -1.81 -1.23 1.00
*
```

Results
Energy relative to the best compared isomer or geometry (same formula, charge and spin) (eV): 1.206
DFT total energy (eV): -29451.453
HOMO energy (eV): -8.8
SMILES: N=[PH](P)P

Atomic partial charges in e from the Löwdin method, atoms 1 to 8: number 1, N, carries -0.40; number 2, P, carries 0.10; number 3, P, carries 0.53; number 4, P, carries 0.53; number 5, H, carries -0.03; number 6, H, carries -0.04; number 7, H, carries -0.17; number 8, H, carries -0.19



# 4
# H6NP3

H6NP3 as an isolated structure at a distorted geometry (wB97M-V/def2-TZVPD, OMol25).

```
! RIJCOSX wB97M-V def2-TZVPD def2/J DEFGRID3
* xyz 0 1
N -0.93 -1.33 -0.67
P -1.38 1.68 -0.13
P 2.07 0.41 -0.25
P 0.05 0.35 0.60
H -1.89 -1.27 -0.43
H -2.28 0.90 0.53
H -1.44 2.68 0.81
H 1.70 0.26 -1.68
H 2.40 -1.07 -0.06
H 0.62 0.99 1.80
*
```

Results
Energy relative to the best compared isomer or geometry (same formula, charge and spin) (eV): 4.742
DFT total energy (eV): -29447.916
HOMO energy (spin up / spin down) (eV): -8.2 / -8.8

Atomic partial charges in e from the Löwdin method, atoms 1 to 8: number 1, N, carries -0.15; number 2, P, carries 0.46; number 3, P, carries 0.40; number 4, P, carries 0.16; number 5, H, carries -0.16; number 6, H, carries -0.18; number 7, H, carries -0.17; number 8, H, carries -0.13



# 5
# H6O11S2Zn

H6O11S2Zn as an isolated structure at a distorted geometry (wB97M-V/def2-TZVPD, OMol25).

```
! RIJCOSX wB97M-V def2-TZVPD def2/J DEFGRID3
* xyz -2 1
Zn 0.38 -0.04 -0.10
S -2.58 -0.62 1.41
O -3.10 0.72 1.72
O -3.50 -1.34 0.53
O -1.24 -0.49 0.78
O -2.36 -1.30 2.73
S 0.85 2.05 -1.59
O -0.43 1.65 -0.94
O 0.74 2.31 -3.03
O 1.43 3.23 -0.93
O 1.69 0.83 -1.33
O -0.14 -1.24 -1.94
H -0.39 -2.17 -1.91
H -0.38 -0.95 -2.83
O 1.13 0.99 1.62
H 0.79 0.82 2.51
H 1.92 1.52 1.75
O 1.49 -1.68 0.50
H 2.04 -1.93 1.25
H 1.67 -2.35 -0.17
*
```

Results
Energy relative to the best compared isomer or geometry (same formula, charge and spin) (eV): 1.481
DFT total energy (eV): -92710.660
HOMO energy (eV): -0.6

Atomic partial charges in e from the Löwdin method, atoms 1 to 8: number 1, Zn, carries 0.58; number 2, S, carries 0.20; number 3, O, carries -0.43; number 4, O, carries -0.43; number 5, O, carries -0.43; number 6, O, carries -0.49; number 7, S, carries 0.25; number 8, O, carries -0.38



# 6
# H6O15S3Zn

H6O15S3Zn as an isolated structure at a distorted geometry (wB97M-V/def2-TZVPD, OMol25).

```
! RIJCOSX wB97M-V def2-TZVPD def2/J DEFGRID3
* xyz -4 1
Zn -0.16 -0.29 0.32
S -3.09 0.80 -1.19
O -2.76 2.17 -1.66
O -4.10 0.89 -0.09
O -3.77 -0.03 -2.23
O -1.93 0.06 -0.64
S 2.94 -0.75 1.71
O 3.06 -1.83 2.74
O 3.81 -1.06 0.56
O 1.52 -0.73 1.32
O 3.35 0.55 2.27
S 1.47 0.47 -2.44
O 2.76 -0.19 -2.73
O 0.68 -0.41 -1.54
O 1.71 1.75 -1.75
O 0.76 0.68 -3.69
O 0.23 1.76 0.48
H 0.97 1.94 -0.18
H 0.45 2.26 1.27
O -0.89 -2.16 0.01
H -0.95 -3.03 0.41
H -1.81 -1.90 -0.18
O -1.27 -0.25 2.05
H -0.78 -0.31 2.88
H -2.20 -0.40 2.29
*
```

Results
Energy relative to the best compared isomer or geometry (same formula, charge and spin) (eV): 0.402
DFT total energy (eV): -111727.270
HOMO energy (eV): 4.6

Atomic partial charges in e from the Löwdin method, atoms 1 to 8: number 1, Zn, carries 0.56; number 2, S, carries 0.23; number 3, O, carries -0.43; number 4, O, carries -0.53; number 5, O, carries -0.48; number 6, O, carries -0.42; number 7, S, carries 0.18; number 8, O, carries -0.51



# 7
# H6O2S2

A 3-piece molecular cluster, H6O2S2 overall at a distorted geometry (wB97M-V/def2-TZVPD, OMol25).

```
! RIJCOSX wB97M-V def2-TZVPD def2/J DEFGRID3
* xyz 1 2
S -0.64 0.89 1.28
S 0.40 -0.25 2.73
H -0.75 2.08 1.81
H 0.72 -1.17 1.86
H 1.64 0.90 -1.60
H 0.90 1.97 -1.01
O 1.14 1.68 -1.85
H -0.36 -1.93 -1.01
H -1.84 -1.71 -1.14
O -1.22 -2.44 -1.07
*
```

Results
Energy relative to the best compared isomer or geometry (same formula, charge and spin) (eV): 0.827
DFT total energy (eV): -25852.753
HOMO energy (spin up / spin down) (eV): -15.0 / -15.0
⟨S²⟩: 0.755

Atomic partial charges in e from the Löwdin method, atoms 1 to 8: number 1, S, carries 0.63; number 2, S, carries 0.67; number 3, H, carries -0.12; number 4, H, carries -0.15; number 5, H, carries 0.03; number 6, H, carries -0.04; number 7, O, carries -0.01; number 8, H, carries 0.04



# 8
# H6O3

A 3-piece molecular cluster, H6O3 overall (wB97M-V/def2-TZVPD, OMol25).

```
! RIJCOSX wB97M-V def2-TZVPD def2/J DEFGRID3
* xyz 0 1
O -22.52 20.83 -4.23
H -22.55 20.58 -5.17
H -23.14 20.23 -3.80
O -21.38 22.40 -1.99
H -20.49 22.04 -2.01
H -21.85 21.93 -2.70
O -21.64 20.21 -7.52
H -21.79 19.44 -8.08
H -20.70 20.17 -7.30
*
```

Results
Energy relative to the best compared isomer or geometry (same formula, charge and spin) (eV): 0.337
DFT total energy (eV): -6239.916
HOMO energy (eV): -10.8
SMILES: O.O.O

Atomic partial charges in e from the Löwdin method, atoms 1 to 8: number 1, O, carries -0.05; number 2, H, carries 0.03; number 3, H, carries 0.05; number 4, O, carries -0.07; number 5, H, carries 0.03; number 6, H, carries -0.01; number 7, O, carries -0.05; number 8, H, carries 0.04



# 9
# H6O3

A 3-piece molecular cluster, H6O3 overall at a distorted geometry (wB97M-V/def2-TZVPD, OMol25).

```
! RIJCOSX wB97M-V def2-TZVPD def2/J DEFGRID3
* xyz 0 1
O 0.36 -1.50 -1.06
H 0.38 -2.45 -0.93
H 1.27 -1.21 -1.27
O 0.15 0.10 1.37
H 0.18 -0.51 2.09
H 0.01 -0.49 0.65
O -1.12 2.18 -0.25
H -0.77 1.61 0.37
H -0.45 2.26 -0.98
*
```

Results
Energy relative to the best compared isomer or geometry (same formula, charge and spin) (eV): 0.464
DFT total energy (eV): -6239.789
HOMO energy (eV): -10.8
SMILES: O.O.O

Atomic partial charges in e from the Löwdin method, atoms 1 to 8: number 1, O, carries -0.06; number 2, H, carries 0.05; number 3, H, carries 0.07; number 4, O, carries -0.03; number 5, H, carries 0.04; number 6, H, carries -0.03; number 7, O, carries -0.04; number 8, H, carries -0.07



# 10
# H6O3Si2

A 2-piece molecular cluster, H6O3Si2 overall at a distorted geometry (wB97M-V/def2-TZVPD, OMol25).

```
! RIJCOSX wB97M-V def2-TZVPD def2/J DEFGRID3
* xyz 0 1
O -1.16 -0.13 -0.44
Si -2.61 0.24 -0.39
O -3.70 -0.15 0.70
H -3.28 1.20 -1.11
H -3.58 -0.79 1.37
O 1.31 -0.15 0.57
Si 2.81 0.01 -0.06
H 0.45 -0.34 0.21
H 2.79 0.10 -1.48
H 3.41 -1.19 0.45
H 3.55 1.20 0.18
*
```

Results
Energy relative to the best compared isomer or geometry (same formula, charge and spin) (eV): 1.138
DFT total energy (eV): -21996.414
HOMO energy (eV): -10.1
SMILES: O=[SiH]O.O[SiH3]

Atomic partial charges in e from the Löwdin method, atoms 1 to 8: number 1, O, carries -0.32; number 2, Si, carries 0.53; number 3, O, carries -0.12; number 4, H, carries -0.02; number 5, H, carries 0.05; number 6, O, carries -0.30; number 7, Si, carries 0.50; number 8, H, carries -0.05



# 11
# H6OP4

The molecule H6OP4 at a distorted geometry (wB97M-V/def2-TZVPD, OMol25).

```
! RIJCOSX wB97M-V def2-TZVPD def2/J DEFGRID3
* xyz 0 1
O -0.08 -2.28 0.90
P -1.01 -1.27 1.48
P -0.35 0.23 -0.39
P 0.97 -1.06 -1.58
P -0.31 2.44 -0.65
H -0.32 -0.30 2.28
H -1.51 0.04 -1.14
H 2.08 -0.74 -0.72
H 0.66 -2.05 -0.70
H -1.00 2.45 0.44
H 0.88 2.54 0.08
*
```

Results
Energy relative to the best compared isomer or geometry (same formula, charge and spin) (eV): 1.191
DFT total energy (eV): -39297.547
HOMO energy (eV): -8.5
SMILES: O=[PH]=[PH](P)P

Atomic partial charges in e from the Löwdin method, atoms 1 to 8: number 1, O, carries -0.75; number 2, P, carries 0.51; number 3, P, carries 0.19; number 4, P, carries 0.54; number 5, P, carries 0.53; number 6, H, carries -0.16; number 7, H, carries -0.12; number 8, H, carries -0.13



# 12
# H6OSi2

A 2-piece molecular cluster, H6OSi2 overall at a distorted geometry (wB97M-V/def2-TZVPD, OMol25).

```
! RIJCOSX wB97M-V def2-TZVPD def2/J DEFGRID3
* xyz 0 1
O -2.26 1.50 0.06
Si -2.16 1.63 1.53
H -2.99 2.56 2.34
H -1.43 0.90 2.53
Si 1.85 -0.24 -0.17
H 0.46 0.00 0.37
H 2.77 0.80 0.30
H 2.06 0.13 -1.66
H 2.24 -1.71 -0.03
*
```

Results
Energy relative to the best compared isomer or geometry (same formula, charge and spin) (eV): 3.022
DFT total energy (eV): -17897.867
HOMO energy (eV): -10.9
SMILES: O=[SiH2].[SiH4]

Atomic partial charges in e from the Löwdin method, atoms 1 to 8: number 1, O, carries -0.44; number 2, Si, carries 0.58; number 3, H, carries -0.08; number 4, H, carries -0.09; number 5, Si, carries 0.56; number 6, H, carries -0.14; number 7, H, carries -0.15; number 8, H, carries -0.12